The following is a DFT calculation (ωB97M-V/def2-TZVPD) of C3H3BrN2O in the gas phase.

```
10
Properties=species:S:1:pos:R:3:nbo_charge:R:1
C -0.40910 -0.34578 -0.92288 -0.391
C 0.76707 -0.70859 -0.07359 0.018
C -0.57563 1.08849 -0.28721 0.524
N 0.79608 0.04339 1.01906 -0.393
N 0.05877 1.10723 0.93593 -0.147
O -1.13826 2.05589 -0.74974 -0.489
Br -1.80346 -1.32318 0.10838 -0.030
H -0.33514 -0.32856 -2.01636 0.275
H 1.25084 -1.63340 0.11297 0.206
H 1.38884 0.04451 1.87342 0.427
```

Output
- E_LUMO (spin up / spin down): 0.7 / -2.1 eV
- <S²>: 2.0179
- Multiplicity: 3
- Molar mass: 162.974 g mol⁻¹
- Orbital gap (spin up / spin down): 7.79 / 7.84 eV
- HOMO (spin up / spin down): -7.1265 / -9.9432 eV

***

The following is a DFT calculation (ωB97M-V/def2-TZVPD) of a molecular structure, C30H38NO7PPdS.

```
79
Properties=species:S:1:pos:R:3:mulliken_charge:R:1
Pd -0.87750 0.45125 -1.09438 0.973
C -6.22135 -0.43146 -0.62914 -1.593
C -5.62595 -1.43264 0.35401 1.418
C -5.96313 -2.87351 -0.03790 -1.470
C -6.10676 -1.11771 1.77611 -1.726
O -4.21142 -1.24611 0.43985 -0.270
P -3.25834 -1.19281 -0.84908 1.153
O -3.65205 -2.23247 -1.81139 -0.797
O -3.03525 0.24526 -1.36452 -0.806
O -1.79356 -1.51690 -0.19024 -0.014
C -1.33673 -2.38475 0.88417 1.565
C -0.09211 -3.03760 0.32970 -1.561
C -2.33124 -3.54043 1.25534 -1.450
C -1.11630 -1.41681 2.05329 -1.216
H -7.30690 -0.55304 -0.64683 0.470
H -5.81540 -0.46454 -1.64143 0.326
H -5.99974 0.58692 -0.29872 0.364
H -7.03847 -2.95217 -0.28346 0.419
H -5.66036 -3.56695 0.74206 0.363
H -5.37322 -3.15371 -0.88744 0.302
H -7.16541 -1.29580 1.76273 0.472
H -5.90444 -0.07788 2.08758 0.338
H -5.76120 -1.85680 2.51917 0.357
H -0.37983 -3.68528 -0.51794 0.373
H 0.19081 -3.72482 1.11146 0.514
H 0.76272 -2.34795 0.19319 0.163
H -2.65017 -4.04938 0.34034 0.436
H -3.26629 -3.17234 1.67431 0.163
H -1.94520 -4.20706 2.05699 0.461
H -0.57837 -0.55006 1.76228 0.071
H -0.53251 -1.90784 2.89116 0.381
H -2.00108 -1.00164 2.52208 0.260
C -0.01955 1.56555 0.39479 -0.165
C 0.78928 2.03386 1.20032 0.698
C 1.58946 2.84452 2.00580 -0.145
C 1.00530 3.88530 2.79644 0.665
C -0.43153 3.78634 3.06784 -0.612
C -1.06681 4.81456 3.76439 -0.582
C -0.38219 5.98118 4.09477 -0.415
C 0.99878 6.07435 3.90547 -0.816
C 1.64342 5.05760 3.20675 -0.114
C 3.05808 2.67864 1.82361 0.172
C 3.40520 2.14760 0.56267 -0.505
C 4.73774 1.97351 0.32778 -0.428
C 5.69087 2.16679 1.30826 -0.655
C 5.31812 2.39359 2.64390 -0.580
C 4.00576 2.74319 2.86282 -0.154
H -1.06702 2.90869 2.79144 0.222
H -2.09073 4.63399 3.96181 0.419
H -0.92112 6.86520 4.45562 0.345
H 1.48744 6.96406 4.27202 0.395
H 2.65985 5.22055 2.98148 0.522
H 2.62193 2.01822 -0.16161 0.389
H 5.01261 1.84244 -0.70020 0.421
H 6.75513 2.03940 1.13951 0.363
H 6.08460 2.38429 3.44358 0.355
H 3.65818 2.96009 3.88982 0.417
C 5.63277 -3.99292 -4.31954 -1.391
C 4.47212 -3.03660 -3.88652 0.725
C 4.77371 -1.96889 -3.01151 -0.663
C 3.79256 -1.06258 -2.70876 -0.523
C 2.50074 -1.19640 -3.23716 -0.294
C 2.17037 -2.28402 -4.02010 -0.167
C 3.15392 -3.20141 -4.35164 -0.742
S 1.41985 0.11624 -2.93239 1.559
O 2.13463 1.37202 -2.76089 -0.734
O 0.40880 0.10688 -3.96959 -0.871
O 0.90062 -0.38347 -1.66201 -0.420
H 6.24742 -3.49454 -5.13127 0.269
H 5.29846 -5.00441 -4.61859 0.346
H 6.22483 -4.20556 -3.49474 0.406
H 5.72573 -1.91798 -2.61228 0.523
H 4.08975 -0.10773 -2.23036 0.259
H 1.13967 -2.53071 -4.27284 0.415
H 2.88637 -4.02604 -5.00920 0.358
N -1.34495 1.99782 -2.82541 -0.553
H -0.79420 2.85689 -2.98163 0.232
H -2.31635 2.30223 -2.86395 0.248
H -1.01288 1.38468 -3.64204 0.366
```

Output
- E_LUMO (spin up / spin down): 0.5 / -4.2 eV
- <S²>: 6.0527
- Multiplicity: 5
- Molar mass: 694.095 g mol⁻¹
- Orbital gap (spin up / spin down): 8.02 / 4.94 eV
- HOMO (spin up / spin down): -7.5433 / -9.1003 eV

***

The following is a DFT calculation (ωB97M-V/def2-TZVPD) of a molecular structure, C3H5N5O.

```
14
Properties=species:S:1:pos:R:3:nbo_charge:R:1
C 0.39342 -0.06014 0.00928 0.285
C -1.79436 0.67693 -0.07906 -0.236
C -0.40570 1.09610 -0.10084 0.391
H 1.97521 -1.63069 -0.43758 0.356
H 3.39908 -0.81399 0.97014 0.323
H 2.16794 1.19003 0.03358 0.416
H -1.68535 -2.32917 -0.23102 0.358
H -2.43068 1.45951 0.08388 0.198
N 2.79673 -0.64238 -0.12823 -0.603
N 1.74168 0.16250 -0.13206 -0.410
N 0.00042 -1.29649 0.20085 -0.330
N -1.37142 -1.26903 0.04938 -0.066
N -2.28129 -0.56091 -0.04003 -0.090
O 0.15136 2.13639 0.11943 -0.592
```

Output
- E_LUMO: 0.4 eV
- Molar mass: 127.107 g mol⁻¹
- Orbital gap: 8.66 eV
- HOMO: -8.2809 eV

***

The following is a DFT calculation (ωB97M-V/def2-TZVPD) of C4H6N2 in the gas phase.

```
12
Properties=species:S:1:pos:R:3:nbo_charge:R:1
N -0.57461 1.40272 1.34973 -0.818
C -0.33064 0.44754 0.33235 0.041
C -1.09670 -0.76072 0.07570 -0.214
C -0.14100 -1.53331 -0.68477 -0.392
C 1.07669 -0.90244 -0.74652 0.037
N 0.99666 0.29912 -0.12468 -0.544
H -0.69095 2.34450 0.99320 0.365
H -1.41712 1.13318 1.84444 0.392
H -1.05057 0.54414 -0.62055 0.283
H -0.34653 -2.49954 -1.13112 0.221
H 1.99837 -1.20468 -1.23275 0.212
H 1.75487 0.93663 0.05632 0.417
```

Output
- E_LUMO: 0.7 eV
- Molar mass: 82.106 g mol⁻¹
- Orbital gap: 9.00 eV
- HOMO: -8.2704 eV

***

The following is a DFT calculation (ωB97M-V/def2-TZVPD) of 2 unconnected molecules or ions with the total composition C6H7Cl.

```
14
Properties=species:S:1:pos:R:3:nbo_charge:R:1
C -1.62382 0.01477 0.58152 -0.298
C -0.87473 1.10198 1.17464 -0.160
C -1.04566 -0.36913 -0.59641 -0.219
C 0.13195 1.49806 0.31164 -0.329
C 0.14508 0.56635 -0.76632 -0.026
C 1.46650 -1.25668 -0.26127 -0.458
Cl 0.90897 1.02449 -2.24583 0.026
H -2.38595 -0.56668 1.11889 0.220
H -1.24482 1.58740 2.02662 0.213
H -1.43686 -1.12979 -1.31355 0.239
H 0.93662 2.14077 0.57628 0.229
H 2.16732 -1.09351 -0.97704 0.173
H 1.00077 -2.31624 -0.38100 0.198
H 1.85463 -1.20179 0.75182 0.192
```

Output
- E_LUMO (spin up / spin down): -0.6 / -0.6 eV
- Molar mass: 114.575 g mol⁻¹
- Orbital gap (spin up / spin down): 7.99 / 7.99 eV
- HOMO (spin up / spin down): -8.5909 / -8.5911 eV

***

The following is a DFT calculation (ωB97M-V/def2-TZVPD) of 2 unconnected molecules or ions with the total composition CCl4OS.

```
7
Properties=species:S:1:pos:R:3:nbo_charge:R:1
C 1.65889 0.00175 -0.24679 -0.174
O -1.06288 -0.15060 -1.52723 -0.847
S -0.89280 -0.02309 -0.10565 1.308
Cl 2.37568 0.83560 1.01116 0.116
Cl 1.79235 -1.73565 -0.22844 0.034
Cl -2.41692 -0.92897 0.82315 -0.178
Cl -1.45432 2.00096 0.27380 -0.258
```

Output
- E_LUMO: -1.7 eV
- Molar mass: 201.889 g mol⁻¹
- Orbital gap: 7.93 eV
- HOMO: -9.6488 eV

***

Number 1: E_tot -78225.4880 eV, maximum force 0.09412 hartree/bohr. Number 2: E_tot -71149.8614 eV, maximum force 0.06643 hartree/bohr. Number 3: E_tot -12682.3954 eV, maximum force 0.34262 hartree/bohr. Number 4: E_tot -7222.1762 eV, maximum force 0.00632 hartree/bohr. Number 5: E_tot -18853.9311 eV, maximum force 0.07881 hartree/bohr. Number 6: E_tot -64005.9122 eV, maximum force 0.03751 hartree/bohr.